Here is a structure of composition C21H22BCl5N6Re from OMol25. Energies are from ωB97M-V/def2-TZVPD.

Summary:
* largest force on an atom: 0.90 eV Å⁻¹
* LUMO level (spin up / spin down): -8.656 / -8.291 eV

```
! wB97M-V def2-TZVPD RIJCOSX def2/J DEFGRID3
* xyz 2 2
Re 0.27 0.03 0.22
C -1.01 0.04 3.44
C -1.52 1.01 2.44
C -2.47 1.97 2.59
C -2.60 2.63 1.34
C -3.49 3.76 0.98
N -1.77 2.06 0.48
N -1.07 1.06 1.12
B -1.46 2.31 -1.02
N -1.68 0.97 -1.74
N -0.93 -0.13 -1.37
C -1.15 -1.10 -2.31
C -0.40 -2.39 -2.34
C -2.06 -0.63 -3.22
C -2.38 0.67 -2.84
C -3.29 1.64 -3.51
N 0.04 2.67 -1.16
N 0.96 1.72 -0.80
C 2.17 2.14 -1.23
C 3.41 1.33 -1.07
C 2.02 3.37 -1.84
C 0.67 3.68 -1.79
C -0.05 4.87 -2.31
H -1.55 0.17 4.37
H 0.05 0.20 3.64
H -1.15 -0.99 3.10
H -3.02 2.20 3.48
H -4.05 4.09 1.85
H -4.20 3.47 0.20
H -2.91 4.60 0.60
H -2.16 3.17 -1.47
H 0.38 -2.44 -1.58
H 0.06 -2.51 -3.32
H -1.08 -3.23 -2.19
H -2.45 -1.16 -4.08
H -3.82 1.14 -4.32
H -2.74 2.48 -3.92
H -4.03 2.03 -2.81
H 3.20 0.26 -0.94
H 4.01 1.66 -0.22
H 4.03 1.42 -1.96
H 2.80 3.97 -2.28
H 0.67 5.63 -2.61
H -0.70 5.30 -1.55
H -0.67 4.61 -3.17
Cl 2.18 -0.03 1.70
C 1.71 -1.77 1.64
C 0.45 -1.88 1.07
C -0.08 -3.17 1.04
Cl -1.71 -3.38 0.54
C 0.68 -4.26 1.48
Cl 0.03 -5.83 1.43
C 1.98 -4.06 1.99
Cl 2.90 -5.39 2.52
C 2.53 -2.77 2.10
Cl 4.07 -2.45 2.74
*
```